C34H82CaN5O10 as an isolated structure at a distorted geometry. Source: the OMol25 dataset; level of theory: wB97M-V/def2-TZVPD.

2S+1: 2
Total charge: +2
Kohn-Sham gap (alpha / beta): 5.68 / 2.03 eV
HOMO (alpha / beta): -11.37 / -11.37 eV

XYZ file:
```
132
C34H82CaN5O10, DFT wB97M-V/def2-TZVPD
Ca 3.27 -0.85 -2.80
C 0.56 -0.25 -0.60
O 1.89 0.04 -1.03
H 0.22 0.44 0.17
H -0.18 -0.12 -1.39
H 0.25 -1.24 -0.27
C -0.90 3.68 -1.88
C 0.16 4.81 -1.85
C -0.37 6.14 -1.15
C 0.74 7.21 -0.99
C 1.87 6.57 -0.20
C 2.51 5.32 -0.78
N 1.40 4.34 -1.11
O 1.92 3.13 -1.58
C 3.50 5.65 -1.91
C 3.28 4.83 0.42
C 0.30 5.14 -3.39
H -1.90 4.05 -2.12
H -0.94 3.20 -0.90
H -0.53 2.95 -2.59
H -1.12 6.56 -1.82
H -0.85 5.80 -0.23
H 0.52 8.14 -0.48
H 1.16 7.55 -1.94
H 1.40 6.28 0.73
H 2.56 7.37 0.06
H 2.83 6.05 -2.68
H 4.13 6.53 -1.75
H 3.98 4.81 -2.41
H 2.59 4.64 1.24
H 3.73 3.86 0.23
H 4.08 5.53 0.68
H -0.67 5.31 -3.84
H 0.83 4.45 -4.05
H 0.64 6.18 -3.44
H 1.61 2.48 -0.95
C -5.06 -8.17 0.65
O -5.52 -7.33 1.71
C -5.06 -6.02 1.66
C -5.37 -5.39 3.05
N -5.05 -4.01 3.33
C -3.59 -3.78 3.27
C -3.13 -2.35 3.48
O -3.53 -1.53 2.36
C -2.93 -0.26 2.12
H -5.56 -9.14 0.70
H -3.99 -8.36 0.61
H -5.46 -7.75 -0.27
H -5.67 -5.56 0.89
H -3.99 -6.10 1.48
H -5.13 -5.90 3.98
H -6.44 -5.48 3.21
H -5.36 -3.34 2.65
H -3.13 -4.04 2.32
H -3.23 -4.48 4.02
H -2.06 -2.38 3.64
H -3.55 -2.00 4.42
H -3.13 0.40 2.96
H -3.45 0.12 1.24
H -1.87 -0.28 1.87
C 5.56 -4.70 3.83
O 4.78 -4.22 2.73
C 4.53 -2.76 2.78
C 3.61 -2.32 1.63
N 3.46 -0.90 1.51
C 3.35 0.02 2.68
C 2.73 1.32 2.17
O 2.83 2.55 2.97
C 2.16 2.34 4.23
H 5.62 -5.79 3.79
H 5.05 -4.35 4.72
H 6.59 -4.36 3.88
H 5.50 -2.28 2.69
H 4.07 -2.47 3.73
H 2.69 -2.84 1.90
H 4.04 -2.65 0.68
H 2.85 -0.66 0.74
H 4.37 0.20 3.02
H 2.80 -0.50 3.46
H 1.74 1.11 1.75
H 3.21 1.63 1.24
H 1.11 2.10 4.11
H 2.24 3.20 4.90
H 2.70 1.63 4.85
C -6.27 0.92 2.25
O -5.82 0.47 0.98
C -6.81 -0.28 0.26
C -5.96 -1.24 -0.60
N -5.43 -2.36 0.17
C -4.64 -3.32 -0.66
C -3.14 -3.03 -0.74
O -2.47 -4.07 -1.47
C -1.07 -3.65 -1.70
H -7.05 1.66 2.08
H -5.40 1.40 2.69
H -6.58 0.19 2.99
H -7.35 0.40 -0.41
H -7.53 -0.87 0.83
H -5.17 -0.62 -1.04
H -6.54 -1.51 -1.48
H -4.81 -2.01 0.89
H -4.91 -3.20 -1.71
H -4.65 -4.38 -0.42
H -2.62 -2.91 0.21
H -3.09 -2.04 -1.21
H -1.06 -2.69 -2.21
H -0.66 -4.38 -2.40
H -0.47 -3.57 -0.79
C 0.53 -1.61 -4.44
O 1.58 -0.65 -4.39
C 1.25 0.71 -4.54
C 2.62 1.43 -4.62
N 3.17 1.45 -3.25
C 4.56 1.86 -3.07
C 5.06 1.49 -1.69
O 4.97 0.08 -1.76
C 5.87 -0.51 -0.83
H -0.18 -1.18 -3.73
H 0.81 -2.60 -4.09
H 0.11 -1.65 -5.45
H 0.61 1.09 -3.74
H 0.88 0.92 -5.54
H 2.41 2.45 -4.93
H 3.33 1.01 -5.34
H 2.62 2.06 -2.66
H 4.74 2.93 -3.21
H 5.14 1.23 -3.74
H 4.51 1.90 -0.84
H 5.98 2.05 -1.51
H 5.73 -0.16 0.19
H 6.86 -0.44 -1.28
H 5.48 -1.53 -0.80
```

Here are the Mulliken charges for atoms 1 to 99, given in e: atom 1 (Ca): 1.38, atom 2 (C): -1.26, atom 3 (O): 0.22, atom 4 (H): 0.14, atom 5 (H): 0.27, atom 6 (H): 0.20, atom 7 (C): -2.01, atom 8 (C): 1.30, atom 9 (C): -1.18, atom 10 (C): -0.65, atom 11 (C): -1.32, atom 12 (C): 1.66, atom 13 (N): 0.16, atom 14 (O): 0.59, atom 15 (C): -1.40, atom 16 (C): -2.04, atom 17 (C): -1.41, atom 18 (H): 0.46, atom 19 (H): 0.52, atom 20 (H): 0.34, atom 21 (H): 0.38, atom 22 (H): 0.42, atom 23 (H): 0.51, atom 24 (H): 0.30, atom 25 (H): 0.40, atom 26 (H): 0.51, atom 27 (H): 0.43, atom 28 (H): 0.46, atom 29 (H): 0.00, atom 30 (H): 0.59, atom 31 (H): 0.15, atom 32 (H): 0.52, atom 33 (H): 0.46, atom 34 (H): 0.09, atom 35 (H): 0.46, atom 36 (H): -0.29, atom 37 (C): -0.77, atom 38 (O): -0.44, atom 39 (C): 0.04, atom 40 (C): -1.13, atom 41 (N): -0.36, atom 42 (C): -0.33, atom 43 (C): -1.09, atom 44 (O): 0.00, atom 45 (C): -0.77, atom 46 (H): 0.32, atom 47 (H): 0.28, atom 48 (H): 0.31, atom 49 (H): 0.24, atom 50 (H): 0.34, atom 51 (H): 0.49, atom 52 (H): 0.42, atom 53 (H): 0.25, atom 54 (H): 0.04, atom 55 (H): 0.64, atom 56 (H): 0.47, atom 57 (H): 0.31, atom 58 (H): 0.28, atom 59 (H): 0.26, atom 60 (H): 0.19, atom 61 (C): -0.72, atom 62 (O): -0.35, atom 63 (C): -0.72, atom 64 (C): -0.45, atom 65 (N): 0.74, atom 66 (C): -0.67, atom 67 (C): 0.05, atom 68 (O): -0.38, atom 69 (C): -0.80, atom 70 (H): 0.25, atom 71 (H): 0.32, atom 72 (H): 0.29, atom 73 (H): 0.33, atom 74 (H): 0.38, atom 75 (H): 0.27, atom 76 (H): 0.25, atom 77 (H): -0.46, atom 78 (H): 0.28, atom 79 (H): 0.47, atom 80 (H): 0.23, atom 81 (H): -0.37, atom 82 (H): 0.32, atom 83 (H): 0.31, atom 84 (H): 0.28, atom 85 (C): -0.88, atom 86 (O): -0.19, atom 87 (C): -0.87, atom 88 (C): -0.41, atom 89 (N): 0.06, atom 90 (C): -0.90, atom 91 (C): 0.06, atom 92 (O): -0.47, atom 93 (C): -0.47, atom 94 (H): 0.40, atom 95 (H): 0.21, atom 96 (H): 0.33, atom 97 (H): 0.44, atom 98 (H): 0.37, atom 99 (H): 0.28